{
  "formula": "C45H44CsN6O3S",
  "method": "ωB97M-V with the def2-TZVPD basis set",
  "symbols": ["Cs", "O", "C", "C", "C", "C", "N", "C", "C", "C", "C", "C", "C", "O", "C", "C", "N", "H", "H", "H", "H", "H", "H", "H", "H", "H", "H", "H", "H", "C", "N", "C", "C", "C", "C", "C", "N", "C", "C", "C", "C", "C", "C", "H", "H", "H", "H", "H", "H", "H", "H", "H", "H", "H", "C", "C", "C", "C", "C", "C", "C", "C", "C", "C", "H", "H", "H", "H", "H", "H", "H", "C", "C", "C", "N", "C", "S", "N", "C", "O", "C", "C", "C", "C", "C", "C", "H", "H", "H", "H", "H", "H", "H", "H", "H", "H", "H", "H", "H", "H"],
  "xyz": [[0.198, 1.656, -1.339], [6.501, -4.876, -1.907], [6.379, -3.999, -0.788], [5.276, -3.021, -1.068], [5.507, -1.657, -1.105], [4.432, -0.806, -1.333], [3.186, -1.233, -1.520], [2.965, -2.552, -1.511], [3.980, -3.470, -1.281], [1.560, -3.001, -1.739], [1.301, -4.201, -2.393], [-0.013, -4.569, -2.635], [-0.364, -5.835, -3.377], [0.747, -6.501, -3.958], [-1.018, -3.727, -2.190], [-0.671, -2.556, -1.532], [0.594, -2.187, -1.320], [7.189, -5.521, -1.717], [7.311, -3.458, -0.607], [6.134, -4.567, 0.115], [6.499, -1.249, -0.951], [4.580, 0.269, -1.331], [3.762, -4.531, -1.246], [2.113, -4.829, -2.736], [-1.120, -5.601, -4.131], [-0.813, -6.546, -2.685], [1.105, -5.942, -4.654], [-2.066, -3.943, -2.373], [-1.429, -1.849, -1.205], [-3.284, 3.457, -1.227], [-1.853, 3.645, -1.000], [-1.504, 4.652, -0.298], [-0.147, 5.050, -0.036], [0.219, 6.215, 0.647], [1.619, 6.281, 0.591], [2.017, 5.153, -0.132], [0.963, 4.390, -0.516], [-4.156, 3.380, 0.012], [-3.650, 2.956, 1.239], [-4.485, 2.824, 2.341], [-5.840, 3.114, 2.238], [-6.352, 3.545, 1.021], [-5.513, 3.679, -0.077], [-3.405, 2.517, -1.770], [-3.662, 4.254, -1.877], [-2.261, 5.315, 0.141], [-0.461, 6.913, 1.118], [2.264, 7.041, 1.010], [3.029, 4.855, -0.374], [-2.594, 2.738, 1.335], [-4.071, 2.495, 3.287], [-6.489, 3.012, 3.099], [-7.406, 3.780, 0.926], [-5.919, 4.014, -1.028], [-4.010, -1.657, -5.456], [-2.685, -1.191, -5.285], [-2.301, -0.659, -4.082], [-3.184, -0.556, -2.970], [-2.700, -0.020, -1.720], [-3.653, -0.035, -0.711], [-4.989, -0.488, -0.872], [-5.422, -0.981, -2.072], [-4.516, -1.040, -3.160], [-4.897, -1.578, -4.419], [-4.320, -2.073, -6.409], [-1.981, -1.255, -6.107], [-1.287, -0.302, -3.934], [-3.394, 0.336, 0.281], [-5.674, -0.440, -0.028], [-6.441, -1.331, -2.208], [-5.917, -1.934, -4.544], [2.516, -2.018, 3.595], [2.163, -1.977, 2.111], [1.775, -0.598, 1.612], [2.942, 0.295, 1.724], [3.000, 1.604, 1.417], [4.419, 2.298, 0.878], [1.837, 2.331, 1.573], [0.844, 2.177, 2.538], [-0.283, 2.554, 2.321], [1.229, 1.644, 3.882], [2.504, 1.820, 4.404], [2.791, 1.380, 5.688], [1.808, 0.760, 6.449], [0.530, 0.594, 5.930], [0.240, 1.044, 4.651], [2.795, -3.027, 3.905], [1.670, -1.697, 4.208], [3.351, -1.351, 3.826], [1.328, -2.648, 1.895], [3.006, -2.341, 1.510], [0.945, -0.222, 2.201], [1.460, -0.678, 0.571], [3.834, -0.161, 1.595], [1.692, 3.139, 0.948], [3.269, 2.310, 3.810], [3.783, 1.524, 6.096], [2.036, 0.413, 7.449], [-0.241, 0.119, 6.524], [-0.755, 0.946, 4.233]],
  "atomic_forces_ev_per_a": [[0.069, -0.723, -0.211], [0.018, 0.032, 0.048], [-0.017, -0.046, -0.078], [0.028, -0.022, -0.007], [-0.011, 0.073, 0.009], [-0.110, -0.013, 0.116], [0.098, 0.093, -0.042], [-0.044, 0.133, 0.056], [-0.010, -0.137, 0.026], [-0.008, 0.050, -0.075], [0.062, -0.095, -0.044], [-0.006, -0.034, -0.026], [0.117, -0.013, -0.038], [-0.083, 0.012, 0.042], [-0.038, 0.081, 0.015], [0.060, 0.079, 0.029], [-0.041, 0.004, 0.118], [-0.029, 0.009, 0.013], [0.049, 0.018, -0.017], [0.007, -0.037, 0.044], [-0.032, -0.021, -0.001], [-0.028, -0.023, -0.021], [0.018, 0.034, -0.006], [-0.017, 0.013, 0.002], [-0.049, 0.004, -0.051], [0.008, -0.056, 0.037], [-0.007, 0.022, -0.005], [0.042, 0.011, 0.004], [0.016, -0.031, -0.006], [0.010, 0.035, 0.125], [-0.294, 0.159, -0.024], [0.027, 0.063, -0.051], [0.231, 0.094, -0.064], [0.029, 0.014, 0.050], [-0.045, -0.015, -0.015], [-0.194, -0.038, 0.012], [0.177, 0.363, 0.262], [0.039, -0.006, 0.021], [-0.030, 0.042, -0.001], [-0.004, 0.021, -0.039], [0.017, 0.010, -0.037], [0.035, -0.010, 0.001], [-0.010, -0.030, 0.003], [-0.018, -0.019, -0.007], [-0.030, 0.026, 0.002], [-0.021, 0.042, 0.039], [0.044, -0.027, -0.031], [-0.035, -0.022, -0.014], [-0.018, -0.020, -0.009], [-0.004, -0.010, 0.009], [-0.005, 0.006, -0.022], [0.003, 0.001, -0.009], [0.019, -0.003, 0.002], [0.010, -0.013, 0.034], [0.030, 0.014, 0.012], [-0.027, 0.017, 0.075], [-0.090, -0.030, -0.005], [-0.114, -0.093, 0.046], [0.008, 0.013, -0.012], [-0.086, -0.068, -0.109], [0.072, 0.015, 0.029], [0.034, 0.021, 0.008], [0.118, 0.019, -0.062], [0.000, 0.016, 0.066], [0.012, 0.010, 0.018], [0.005, 0.002, -0.009], [0.009, -0.001, -0.015], [0.002, 0.006, -0.014], [0.008, -0.004, -0.037], [0.010, 0.005, 0.006], [0.033, 0.011, 0.003], [-0.010, 0.012, -0.006], [0.060, -0.090, 0.024], [0.261, 0.054, -0.025], [-0.154, -0.089, -0.060], [-0.001, -0.018, 0.079], [-0.108, 0.014, 0.014], [0.087, -0.076, -0.075], [0.036, 0.025, 0.056], [-0.130, -0.040, -0.072], [0.028, 0.032, 0.017], [0.152, 0.017, -0.014], [-0.009, -0.012, 0.018], [0.010, 0.021, -0.046], [-0.009, -0.020, -0.023], [-0.106, -0.047, 0.064], [-0.016, 0.042, -0.016], [0.017, 0.004, -0.024], [-0.034, -0.023, -0.015], [0.011, -0.008, 0.017], [-0.027, -0.003, 0.006], [-0.086, 0.054, 0.075], [-0.028, 0.054, -0.121], [0.010, 0.010, -0.027], [0.030, 0.056, -0.087], [-0.050, -0.023, 0.090], [-0.001, 0.001, -0.005], [-0.004, 0.006, -0.015], [0.011, 0.013, -0.014], [0.038, 0.000, 0.015]],
  "lowdin_charge": [0.87, -0.05, -0.21, -0.20, -0.01, -0.13, 0.13, -0.22, 0.03, -0.22, 0.03, -0.19, -0.21, -0.07, 0.00, -0.10, 0.13, 0.08, 0.12, 0.12, 0.11, 0.08, 0.12, 0.11, 0.13, 0.13, 0.09, 0.12, 0.07, -0.19, -0.11, -0.17, -0.38, -0.09, -0.13, -0.25, -0.10, -0.21, -0.05, -0.08, -0.11, -0.10, -0.05, 0.09, 0.12, 0.13, 0.09, 0.07, 0.07, 0.09, 0.10, 0.09, 0.09, 0.11, -0.12, -0.12, -0.07, -0.24, -0.17, -0.19, -0.11, -0.08, -0.20, -0.07, 0.09, 0.08, 0.09, 0.06, 0.09, 0.09, 0.10, -0.09, -0.23, -0.18, 0.02, -0.89, 0.62, 0.09, -0.41, 0.11, -0.15, -0.02, -0.07, -0.09, -0.08, -0.02, 0.07, 0.07, 0.07, 0.11, 0.10, 0.11, 0.07, 0.11, 0.08, 0.11, 0.10, 0.10, 0.10, 0.12],
  "gap_ev": 5.543,
  "charge": -1,
  "total_energy_ev": -73846.907
}